Here is the ion C8H13ClF3N2 with charge +1 in a non-equilibrium geometry from the OMol25 dataset. Energies are from ωB97M-V with the def2-TZVPD basis set.

Properties
- E_tot: -1181.6346 a.u.
- SMILES: C[C@@H]1C(F)=C(Cl)[C@@](N)(F)[C@@H]([NH3+])[C@@]1(C)F
- Energy relative to the best compared isomer or geometry (same formula, charge and spin): 20.4 kcal/mol
- Total charge: +1
- LUMO energy: -0.132 Eh

```
27
Properties=species:S:1:pos:R:3:forces:R:3:mulliken_charge:R:1
H -2.132104 -1.357490 2.064728 -0.4962 0.3198 0.1847 0.279
H -1.976867 -2.743933 1.178529 0.1118 -0.1685 0.6426 0.292
C 0.417041 -1.251991 -0.190971 -4.1939 0.8192 -0.0651 -1.018
C 1.173148 0.351550 1.680701 -0.3067 -3.6721 0.0696 -1.313
H 0.075788 0.918270 -1.715168 1.0525 0.9495 1.9320 0.020
C 0.328192 1.258775 -0.599575 -0.1184 -2.3045 -0.6171 0.620
H 1.653437 2.631781 0.378523 0.5280 0.3760 0.9624 0.347
C -1.063117 1.286926 -0.025178 -1.9854 0.1392 0.0099 0.354
C -1.879151 0.243861 0.269486 2.2894 -0.2606 -1.1912 -0.447
Cl -3.551811 0.399382 0.590630 0.2305 0.0165 0.0941 -0.108
F -1.642432 2.496416 -0.025528 0.4502 -0.0382 0.0964 -0.320
H -0.052624 -0.878107 -2.244182 -0.0902 -1.3786 0.5270 0.355
H 1.396081 -1.472583 -1.960294 1.2510 0.0002 -0.2334 0.358
H 0.562845 3.322032 -0.844609 0.2261 0.5428 0.1192 0.455
F 2.387813 0.052867 -0.377226 -0.4758 -0.1622 0.0371 -0.453
N -1.542508 -1.860445 1.434877 0.4764 -0.9263 -1.7075 -0.544
H 0.170865 0.021650 2.055531 1.1172 -0.1362 0.2541 0.376
C 1.218323 2.505302 -0.572729 -3.4099 -0.3357 0.1630 -1.569
C 1.078305 0.100978 0.174314 0.5166 -0.1978 -1.1479 0.976
N 0.449172 -1.593683 -1.657826 -0.0170 1.1092 -1.1633 -0.246
H 1.911317 2.366130 -1.311923 2.0147 -0.0984 -1.6549 0.440
H 1.198983 1.350236 1.951087 0.5614 2.0345 0.2236 0.375
H 0.218909 -2.598765 -1.855134 -0.4123 1.3906 0.1637 0.409
H 0.721429 -2.200767 0.145374 0.8889 -0.5553 1.9006 0.485
F -1.867892 -1.900027 -0.893819 0.0199 0.3001 0.6697 -0.426
C -1.308447 -1.193681 0.193668 1.6251 1.1077 0.6547 0.950
H 2.055293 -0.254677 2.156712 -1.8538 1.1290 -0.9239 0.352
```
Forces are in eV/Å.

---

Here is a structure of composition C8H13F3NiO2 in a non-equilibrium geometry from the OMol25 dataset. Energies are from ωB97M-V with the def2-TZVPD basis set.

Properties
- E_tot: -2270.0965 a.u.
- Energy relative to the best compared isomer or geometry (same formula, charge and spin): 55.5 kcal/mol
- Total charge: +2
- LUMO energy (alpha / beta): -0.335 / -0.444 Eh
- Multiplicity: 3

```
27
Properties=species:S:1:pos:R:3:forces:R:3:mulliken_charge:R:1
C -0.535631 0.322946 0.072003 -2.2341 0.1259 1.0049 0.451
C 1.691435 1.864175 -0.241705 1.5824 1.7836 -0.8634 -0.466
Ni -3.185961 -2.319891 -3.243574 0.0992 0.0829 0.0781 0.779
H 3.818021 0.158674 0.861477 -1.1683 0.1238 -0.6569 0.425
C 0.096776 1.780324 0.050625 -1.7071 -0.9314 -0.4402 -0.679
F 2.156224 -1.752194 -1.241383 1.2879 0.1111 2.4744 -0.249
H 2.042063 -0.068439 1.380434 0.9727 0.0972 -1.2400 0.401
C -1.847723 0.549934 1.021170 -1.7893 -0.9906 -0.3723 -0.702
C -3.059196 -0.191587 0.260282 0.2567 -0.7542 -2.0521 -0.567
H -1.641245 -1.829416 0.127225 -0.6132 0.2016 -1.6687 0.268
O 2.302250 0.635661 -0.627713 -0.5620 1.4371 2.0861 -0.058
H 0.059937 -0.563662 0.455078 -0.2573 1.4738 0.0024 0.090
H -3.867073 -0.689218 0.882662 1.4500 0.4238 -0.4284 0.378
H -0.510200 2.395340 -0.701682 1.1657 -0.8889 0.8471 0.422
H 1.825398 2.590385 -1.125540 -0.3548 -1.3712 0.8891 0.330
H -3.629011 0.408613 -0.517764 0.8378 -0.0139 1.2891 0.291
C -2.142188 -1.150762 -0.657477 0.5171 1.0111 3.2775 0.029
H -2.670367 -1.808864 -1.427305 0.5677 0.7494 0.2157 -0.083
H -0.084370 2.270031 1.066577 0.6657 -0.8082 -1.2635 0.414
H 2.199505 2.380673 0.644499 -0.6268 -1.3279 -0.8499 0.350
H -1.719204 -0.046933 1.976500 -0.0127 1.4267 -0.7602 0.295
O -1.147366 -0.201952 -1.137007 0.1325 -0.3767 -0.2841 -0.403
F 2.257100 -2.551462 0.851966 1.6479 1.9310 -1.5067 -0.219
H -2.240275 1.617682 1.101293 1.2143 -1.2955 0.4584 0.405
F 4.184859 -2.009532 -0.312948 -2.9765 0.5930 1.1268 -0.210
C 2.870368 -1.660401 -0.018322 -0.1427 -0.8286 -1.7614 0.894
C 2.775875 -0.130128 0.500627 0.0475 -1.9849 0.3980 -0.587
```
Forces are in eV/Å.

---

Here is the molecule C8H13F3OS in a non-equilibrium geometry from the OMol25 dataset. Energies are from ωB97M-V with the def2-TZVPD basis set.

Properties
- E_tot: -1085.4447 a.u.
- SMILES: C[C@H]1CC[C@@H]([S@](=O)(F)=C(F)F)CC1
- Energy relative to the best compared isomer or geometry (same formula, charge and spin): 0.0 kcal/mol
- LUMO energy (alpha / beta): -0.034 / -0.034 Eh

```
26
Properties=species:S:1:pos:R:3:forces:R:3:mulliken_charge:R:1
C -2.612957 -0.214421 -1.444655 0.2929 1.2438 0.3149 -1.462
F 2.937342 -2.066276 0.511232 1.2357 0.0352 -0.1206 -0.200
C 3.557834 -0.840148 0.535039 0.0377 -0.1966 -0.7655 -0.018
F 4.586242 -0.845286 -0.352812 -0.7156 -0.5537 0.8998 -0.141
S 2.262569 0.270558 -0.208582 1.5585 8.0133 -0.8849 0.982
H -1.589021 2.301667 -0.259811 0.4278 -1.7901 -0.0241 0.261
H -3.559579 0.355128 -1.489990 0.4723 0.1065 0.6718 0.349
H -2.936768 -1.253952 -1.415922 0.3560 -0.1467 -0.9144 0.388
H -2.044497 0.209023 -2.322564 -0.5100 -1.3687 0.4260 0.339
H -2.270181 -0.046356 0.702047 -0.3278 0.0765 0.4082 0.259
H -0.569214 1.332392 -1.291237 1.4331 0.3860 -0.2219 0.408
H -0.494299 -1.139259 1.910936 1.1197 0.2347 -0.1116 0.378
C -0.013879 1.484481 0.937927 0.8441 3.0860 -0.4396 -0.820
H 1.481281 0.335676 1.960189 0.5283 0.2987 -0.2999 0.443
C -1.676681 -0.030146 -0.202297 -1.8038 2.3171 -1.1233 0.620
H -0.362330 -1.432153 -1.137179 0.5775 0.2308 0.1167 0.302
H -1.407579 -2.114201 0.125837 1.0125 1.4387 -0.7067 0.360
H 0.605142 2.484027 0.799822 -1.0757 -2.0273 0.5442 0.321
F 1.541875 0.019822 -1.749771 0.3739 0.3653 1.6973 -0.313
H -0.678184 1.658674 1.914424 1.6279 -0.9001 -1.9855 0.289
C 0.206145 -1.055889 1.048459 -1.2451 1.3385 -1.3539 -1.243
C 0.941466 0.306026 1.010776 -1.2880 -1.0381 1.8349 0.037
H 0.980378 -1.763952 1.027480 0.3190 -1.4931 0.4231 0.542
C -0.754829 -1.181391 -0.153034 -0.6973 -2.9310 1.2554 -0.633
C -0.922744 1.356249 -0.278609 -2.5924 0.0996 0.8900 -0.864
O 2.792458 1.869698 -0.177704 -1.9609 -6.8251 -0.5303 -0.582
```
Forces are in eV/Å.